A.
A gas-phase ion, C3H4NO (charge +1). Source: the Open Molecules 2025 dataset; level of theory: the ωB97M-V functional and the def2-TZVPD basis.

Cartesian coordinates (Å):
C: 1.11 -0.54 -0.03
C: -0.24 -1.10 -0.03
C: -0.52 1.08 0.01
N: 0.98 0.75 0.00
O: -1.19 -0.17 0.00
H: 2.03 -1.11 0.16
H: -0.39 -2.26 0.09
H: -0.97 1.70 0.81
H: -0.81 1.65 -1.00

As for the total charge: +1. The lowest unoccupied orbital energy is -0.27383 Eh.

***

B.
A gas-phase ion, C3H4NO (charge +1). Source: the Open Molecules 2025 dataset; level of theory: the ωB97M-V functional and the def2-TZVPD basis.

Cartesian coordinates (Å):
C: -0.88 -1.22 -0.07
C: -2.14 -0.42 0.07
C: -0.20 0.96 0.02
N: 0.14 -0.43 0.07
O: -1.84 0.74 -0.04
H: -0.92 -2.19 -0.41
H: -0.19 1.69 0.87
H: 0.12 1.29 -0.94
H: 1.13 -0.53 0.09

As for the total charge: +1. The lowest unoccupied orbital energy (alpha / beta) is -0.25769 / -0.25764 Eh.

***

C.
A gas-phase ion, C3H4NO (charge +1). Source: the Open Molecules 2025 dataset; level of theory: the ωB97M-V functional and the def2-TZVPD basis.

Cartesian coordinates (Å):
C: 1.05 0.67 0.76
C: 1.93 0.89 -0.40
C: 0.06 -0.14 -0.91
N: -0.01 0.05 0.43
O: 1.19 0.44 -1.38
H: 1.19 0.96 1.84
H: 0.06 -1.15 -1.31
H: -0.72 0.38 -1.43
H: -0.71 -0.12 1.11

As for the total charge: +1. The lowest unoccupied orbital energy is -0.26566 Eh.

***

Most stable: A

***

A.
A gas-phase ion, C3H4NO (charge +1). Source: the Open Molecules 2025 dataset; level of theory: the ωB97M-V functional and the def2-TZVPD basis.

Cartesian coordinates (Å):
C: 0.20 1.29 0.27
C: 1.25 1.30 -0.71
C: -0.01 -0.94 -0.40
N: -0.52 0.14 0.42
O: 0.98 -0.55 -1.16
H: -0.02 2.02 0.95
H: 0.23 -1.69 0.29
H: -0.87 -1.62 -0.92
H: -1.24 0.07 1.27

As for the total charge: +1. The lowest unoccupied orbital energy (alpha / beta) is -0.31504 / -0.31646 Eh.

***

B.
A gas-phase ion, C3H4NO (charge +1). Source: the Open Molecules 2025 dataset; level of theory: the ωB97M-V functional and the def2-TZVPD basis.

Cartesian coordinates (Å):
C: -1.06 -0.04 -0.14
C: 0.81 -1.22 0.06
C: -0.12 1.03 0.05
N: 1.13 1.02 -0.01
O: 1.68 -0.41 -0.10
H: -1.31 -0.12 -1.10
H: 0.83 -2.23 0.26
H: -0.33 2.12 0.22
H: -1.63 -0.16 0.76

As for the total charge: +1. The lowest unoccupied orbital energy is -0.22580 Eh.

***

Most stable: B

***

A.
2 unconnected molecules or ions with the total composition C3H2Br2O. Source: the Open Molecules 2025 dataset; level of theory: the ωB97M-V functional and the def2-TZVPD basis.

Cartesian coordinates (Å):
C: 0.92 -1.89 -0.69
C: 0.80 -1.41 0.41
C: 0.54 -0.92 1.74
O: 0.26 0.17 2.05
Br: 0.53 -2.33 3.05
Br: -1.80 2.17 1.43
H: 0.80 -2.07 -1.71
H: -0.60 1.53 0.79

As for the total charge: 0. Its structure (SMILES) is C#CC(=O)Br.Br. The lowest unoccupied orbital energy is -0.02303 Eh.

***

B.
A single C3H2Br2O molecule. Source: the Open Molecules 2025 dataset; level of theory: the ωB97M-V functional and the def2-TZVPD basis.

Cartesian coordinates (Å):
C: -0.87 -0.31 1.45
C: 0.01 -0.13 0.68
C: 1.31 -0.06 -0.24
O: 0.84 0.03 -1.48
Br: 2.56 1.66 0.24
Br: 2.38 -1.68 0.14
H: -1.86 -0.62 1.89
H: 1.39 0.29 -2.21

As for the total charge: 0. Its structure (SMILES) is C#CC(O)(Br)Br. The lowest unoccupied orbital energy is -0.02367 Eh.

***

Most stable: A

***

A.
2 unconnected molecules or ions with the total composition C4H4Cl2. Source: the Open Molecules 2025 dataset; level of theory: the ωB97M-V functional and the def2-TZVPD basis.

Cartesian coordinates (Å):
C: 1.13 -0.65 -0.23
C: -1.05 -0.43 0.08
C: 0.20 0.21 0.55
C: -0.07 -0.47 -1.13
Cl: 0.41 1.58 1.44
Cl: -0.59 3.20 -0.71
H: 2.11 -0.31 -0.56
H: 1.16 -1.78 0.05
H: -1.28 -1.51 0.40
H: -2.02 0.16 0.10

As for the total charge: 0. The lowest unoccupied orbital energy (alpha / beta) is -0.05663 / -0.12246 Eh.

***

B.
2 unconnected molecules or ions with the total composition C4H4Cl2. Source: the Open Molecules 2025 dataset; level of theory: the ωB97M-V functional and the def2-TZVPD basis.

Cartesian coordinates (Å):
C: -0.96 2.17 0.10
C: -1.43 1.02 0.45
C: 0.38 -1.25 0.08
C: 1.53 -1.67 -0.39
Cl: 1.98 -3.28 -0.07
Cl: 2.69 -0.76 -1.24
H: 0.10 2.06 -0.20
H: -1.65 3.11 0.06
H: -2.28 0.29 0.47
H: -0.37 -1.70 0.73

As for the total charge: 0. The lowest unoccupied orbital energy (alpha / beta) is -0.02969 / 0.00939 Eh.

***

Most stable: B

***

A.
A single C5H14NOP molecule. Source: the Open Molecules 2025 dataset; level of theory: the ωB97M-V functional and the def2-TZVPD basis.

Cartesian coordinates (Å):
C: -2.34 -1.15 0.57
C: -2.31 2.11 -0.11
C: 3.79 -1.17 0.20
C: -2.25 -0.31 -0.72
C: -1.59 1.05 -0.34
N: 2.85 -0.32 -0.55
O: 2.23 0.71 0.25
P: 0.41 0.80 -0.01
H: -1.33 -1.28 1.13
H: -2.98 -0.53 1.22
H: -2.93 -2.11 0.19
H: -1.91 3.06 0.31
H: 3.25 0.19 -1.24
H: -3.44 2.01 -0.03
H: 3.87 -0.73 1.21
H: 3.40 -2.15 0.33
H: 4.79 -1.21 -0.13
H: -3.25 -0.13 -0.97
H: -1.73 -0.85 -1.52
H: 0.68 -0.03 -1.06
H: 0.16 -0.18 1.06
H: 0.63 2.22 0.20

As for the total charge: 0. Its structure (SMILES) is C=C(CC)[PH3]ONC. The lowest unoccupied orbital energy is 0.03284 Eh.

***

B.
A single C5H14NOP molecule. Source: the Open Molecules 2025 dataset; level of theory: the ωB97M-V functional and the def2-TZVPD basis.

Cartesian coordinates (Å):
C: -2.36 0.55 0.45
C: -1.23 -1.65 0.29
C: 2.68 -0.96 0.15
C: 0.41 2.14 -0.75
C: -1.24 -0.24 -0.25
N: 1.50 -0.59 -0.54
O: 0.83 0.69 1.58
P: 0.50 0.54 0.17
H: -1.85 1.24 1.24
H: -2.88 1.01 -0.26
H: -3.04 -0.16 1.00
H: -0.46 -2.30 -0.18
H: -2.25 -2.19 0.24
H: -0.99 -1.55 1.40
H: 2.90 -2.04 -0.05
H: 3.56 -0.42 -0.05
H: 2.38 -0.88 1.19
H: 1.13 2.74 -0.24
H: 0.57 2.32 -1.75
H: -0.63 2.60 -0.60
H: -1.22 -0.37 -1.38
H: 1.69 -0.48 -1.63

As for the total charge: 0. Its structure (SMILES) is CN[P@](C)(=O)C(C)C. The lowest unoccupied orbital energy is 0.02841 Eh.

***

Most stable: B

***

A.
10 unconnected molecules or ions with the total composition H19O10. Source: the Open Molecules 2025 dataset; level of theory: the ωB97M-V functional and the def2-TZVPD basis.

Cartesian coordinates (Å):
O: 2.99 0.02 -0.17
H: 3.24 0.20 -0.99
H: -0.31 -1.53 -1.53
O: -1.57 1.70 2.95
H: -2.05 2.09 2.18
H: 1.58 -1.28 -2.07
O: 1.58 2.36 1.29
H: -1.99 0.83 3.04
H: 1.34 1.90 0.40
O: -1.52 0.70 -2.41
H: -0.17 0.69 1.69
H: 2.17 -0.45 -0.32
O: 0.19 -0.21 1.40
H: 0.95 1.20 -2.54
H: -1.22 0.31 -1.68
O: -3.43 -0.36 1.09
H: -3.94 0.00 1.82
H: -2.76 0.21 1.00
O: -1.90 -2.89 1.58
H: -2.52 -2.72 0.77
H: -1.18 -2.36 1.41
O: 1.35 0.96 -1.82
H: 0.71 0.74 -1.07
H: 0.51 -0.18 0.54
O: 0.21 -0.91 -1.19
H: 1.52 1.67 2.06
O: 2.33 -1.50 -2.64
H: -0.63 0.55 -3.01
H: 2.88 -0.82 -2.30

As for the total charge: -1. The lowest unoccupied orbital energy is 0.09237 Eh.

***

B.
10 unconnected molecules or ions with the total composition H19O10. Source: the Open Molecules 2025 dataset; level of theory: the ωB97M-V functional and the def2-TZVPD basis.

Cartesian coordinates (Å):
O: -2.90 -0.78 -0.98
H: -2.22 -0.14 -0.63
H: -2.48 -1.18 -1.75
O: 2.93 0.92 -2.28
H: 3.05 1.83 -1.99
H: 1.96 0.86 -2.13
O: -1.94 -2.81 1.19
H: -2.51 -2.05 1.28
H: -1.47 -2.78 0.36
O: -1.24 1.21 -0.26
H: -0.37 1.39 0.79
H: -1.91 1.37 0.43
O: 0.53 1.70 1.37
H: 1.28 0.00 1.55
H: 0.32 2.45 1.92
O: 2.58 3.11 0.06
H: 1.66 3.29 -0.16
H: 2.45 2.20 0.39
O: 0.20 1.33 -2.49
H: -0.20 1.80 -1.73
H: -0.20 0.46 -2.44
O: 1.43 -0.95 1.40
H: 1.81 -1.06 0.54
H: 0.34 -1.29 3.48
O: 0.46 -0.52 4.07
H: 1.01 -0.02 3.45
O: -1.57 -3.07 -1.73
H: -1.35 -3.46 -2.58
H: -1.64 -3.82 -1.13

As for the total charge: -1. The lowest unoccupied orbital energy is 0.09593 Eh.

***

Most stable: B

***

A.
A single H5N2OP molecule. Source: the Open Molecules 2025 dataset; level of theory: the ωB97M-V functional and the def2-TZVPD basis.

Cartesian coordinates (Å):
N: 0.60 -1.07 0.02
N: 0.28 1.25 0.07
O: -1.79 -0.27 0.27
P: -0.43 0.02 -0.76
H: 0.12 -1.93 0.30
H: 1.26 -1.28 -0.71
H: 0.13 2.27 -0.15
H: 1.14 0.99 0.49
H: -2.56 -0.18 -0.19

As for the total charge: 0. Its structure (SMILES) is NP(N)O. The lowest unoccupied orbital energy is 0.04499 Eh.

***

B.
2 unconnected molecules or ions with the total composition H5N2OP. Source: the Open Molecules 2025 dataset; level of theory: the ωB97M-V functional and the def2-TZVPD basis.

Cartesian coordinates (Å):
N: 0.88 1.53 0.84
N: -0.15 -1.42 -1.20
O: 0.67 0.43 0.04
P: -0.82 -0.06 -0.47
H: 0.39 1.21 1.73
H: 0.25 2.30 0.52
H: -0.50 -1.91 -1.98
H: 0.65 -1.67 -0.76
H: -1.37 -0.40 1.28

As for the total charge: 0. The lowest unoccupied orbital energy is 0.03341 Eh.

***

Most stable: A

***

A.
2 unconnected molecules or ions with the total composition CH3NS2. Source: the Open Molecules 2025 dataset; level of theory: the ωB97M-V functional and the def2-TZVPD basis.

Cartesian coordinates (Å):
C: -0.25 0.42 1.20
N: -0.05 -0.85 -1.26
S: -0.62 1.17 2.61
S: -0.63 -1.03 0.31
H: 1.13 1.18 0.35
H: 0.94 -0.72 -1.31
H: -0.52 -0.17 -1.90

As for the total charge: 0. The lowest unoccupied orbital energy is -0.02104 Eh.

***

B.
2 unconnected molecules or ions with the total composition CH3NS2. Source: the Open Molecules 2025 dataset; level of theory: the ωB97M-V functional and the def2-TZVPD basis.

Cartesian coordinates (Å):
C: 0.98 0.25 -0.97
N: -0.82 -0.28 0.85
S: 2.08 0.73 -2.02
S: 0.82 0.32 0.72
H: -0.70 -0.38 -1.27
H: -1.34 0.48 1.26
H: -1.02 -1.11 1.44

As for the total charge: 0. The lowest unoccupied orbital energy is 0.00133 Eh.

***

C.
A single CH3NS2 molecule. Source: the Open Molecules 2025 dataset; level of theory: the ωB97M-V functional and the def2-TZVPD basis.

Cartesian coordinates (Å):
C: 1.13 0.05 0.17
N: 0.19 0.91 -0.05
S: 2.74 0.31 0.17
S: -1.59 0.41 0.10
H: 0.73 -0.95 0.64
H: 0.38 1.86 -0.08
H: -1.11 -0.72 0.49

As for the total charge: 0. Its structure (SMILES) is S=CNS. The lowest unoccupied orbital energy is -0.00839 Eh.

***

Most stable: C